Record 1
Below is C2H4BrNO2 in the gas phase, with properties calculated with wB97M-V/def2-TZVPD.

## Properties
LUMO energy, eV: 0.45
Orbital gap, hartree: 0.3903
SMILES: N[C@H](Br)C(=O)O
ΔE to the lowest compared entry with this formula, charge and spin, kJ/mol: 66.5
E_HOMO, eV: -10.2
Energy, hartree: -2857.83453

```
! wB97M-V def2-TZVPD RIJCOSX def2/J DEFGRID3
* xyz 0 1
N -0.69371 0.89247 -0.43931
C 0.35072 0.40617 0.43214
Br 2.21503 1.04047 0.20255
C 0.44545 -1.27665 0.10737
O 1.45050 -1.86409 -0.16099
O -0.81995 -1.69315 -0.00640
H -1.06107 1.81894 -0.01721
H -0.33701 1.06468 -1.42110
H -0.06375 0.72831 1.47797
H -1.48623 -1.11715 -0.17502
*
```

***

Record 2
Below is 2 unconnected molecules or ions with the total composition C2H4BrNO2, with properties calculated with wB97M-V/def2-TZVPD.

## Properties
LUMO energy (spin up / spin down), eV: -1.72 / -1.73
Orbital gap (spin up / spin down), hartree: 0.3129 / 0.3129
ΔE to the lowest compared entry with this formula, charge and spin, kJ/mol: 622.5
E_HOMO (spin up / spin down), eV: -10.2 / -10.2
Energy, hartree: -2857.62275

```
! wB97M-V def2-TZVPD RIJCOSX def2/J DEFGRID3
* xyz 0 1
C -0.06759 0.82087 0.91244
C -0.05337 -0.46572 0.05910
N -0.17034 -0.35450 -1.36016
O -0.10841 0.76837 -1.83278
O -0.33078 -1.33996 -2.05713
Br -0.89456 -2.08355 0.62300
H 0.77202 0.71863 1.70875
H -1.10178 1.06007 1.40438
H 0.18703 1.55305 0.25312
H 1.76779 -0.67727 0.28929
*
```

***

Record 3
Below is C2H4BrNO3 in the gas phase, with properties calculated with wB97M-V/def2-TZVPD.

## Properties
LUMO energy (spin up / spin down), eV: 0.80 / -4.05
Orbital gap (spin up / spin down), hartree: 0.3004 / 0.2444
ΔE to the lowest compared entry with this formula, charge and spin, kJ/mol: 307.8
E_HOMO (spin up / spin down), eV: -7.4 / -10.7
Energy, hartree: -2932.78333

```
! wB97M-V def2-TZVPD RIJCOSX def2/J DEFGRID3
* xyz 0 3
C 0.68374 0.92169 -1.20732
C -0.29209 0.14761 -0.37468
N -0.29410 -0.99516 1.86490
O -1.46398 -0.83153 1.83408
O 0.39168 -1.52396 2.66181
O 0.44383 -0.47674 0.80349
Br -1.10809 -1.32013 -1.37545
H 1.12600 1.72023 -0.61769
H 1.47266 0.26862 -1.57414
H 0.15047 1.34944 -2.05585
H -1.11014 0.73993 0.04086
*
```

***

Record 4
Below is C2H4BrO2P in the gas phase, with properties calculated with wB97M-V/def2-TZVPD.

## Properties
LUMO energy, eV: 0.37
Orbital gap, hartree: 0.3711
SMILES: CC(=O)OPBr
ΔE to the lowest compared entry with this formula, charge and spin, kJ/mol: 66.2
E_HOMO, eV: -9.7
Energy, hartree: -3144.46008

```
! wB97M-V def2-TZVPD RIJCOSX def2/J DEFGRID3
* xyz 0 1
C 0.46144 -0.54445 1.69224
C 0.21153 0.29912 0.41919
O 0.47629 1.44517 0.26084
O -0.38675 -0.33072 -0.52259
P -0.18426 0.81922 -2.04840
Br -0.73259 -0.73313 -3.47262
H 1.40709 -0.08846 2.00807
H 0.64589 -1.66789 1.51475
H -0.31001 -0.41042 2.41295
H -1.58864 1.21154 -2.26443
*
```

***

Record 5
Below is a molecular structure, C2H4CeO3, with properties calculated with wB97M-V/def2-TZVPD.

## Properties
LUMO energy (spin up / spin down), eV: -9.43 / -9.48
Orbital gap (spin up / spin down), hartree: 0.2530 / 0.3775
ΔE to the lowest compared entry with this formula, charge and spin, kJ/mol: 0.0
E_HOMO (spin up / spin down), eV: -16.3 / -19.8
Energy, hartree: -778.75730

```
! wB97M-V def2-TZVPD RIJCOSX def2/J DEFGRID3
* xyz 2 3
O 0.04366 -1.75041 -0.69433
C -0.49519 -0.71384 -0.46435
Ce -2.20193 1.73332 0.72437
O 0.02561 0.40380 0.04689
O -1.82087 -0.53529 -0.33816
H -2.31612 -1.37027 -0.46150
C 1.44569 0.53043 0.25530
H 1.63730 0.46288 1.33017
H 1.95407 -0.27745 -0.27705
H 1.72779 1.51683 -0.12135
*
```

***

Record 6
Below is C2H4Cl2FN in the gas phase, with properties calculated with wB97M-V/def2-TZVPD.

## Properties
LUMO energy, eV: 0.68
Orbital gap, hartree: 0.3798
SMILES: NCC(F)(Cl)Cl
ΔE to the lowest compared entry with this formula, charge and spin, kJ/mol: 134.7
E_HOMO, eV: -9.7
Energy, hartree: -1153.55000

```
! wB97M-V def2-TZVPD RIJCOSX def2/J DEFGRID3
* xyz 0 1
N -1.56428 -0.17772 -0.20408
C -0.09386 -0.44021 -0.50472
C 0.98681 0.48338 0.32329
F 0.56980 0.34340 1.59309
Cl 2.54212 -0.48064 -0.05871
Cl 1.10740 2.12363 -0.14476
H -1.92590 0.71441 -0.57216
H -2.07096 -0.30381 0.79421
H 0.19329 -1.30537 0.23890
H 0.25559 -0.95708 -1.46507
*
```

***

Record 7
Below is a molecular structure, C2H4Cl2O2S, with properties calculated with wB97M-V/def2-TZVPD.

## Properties
LUMO energy, eV: -0.85
Orbital gap, hartree: 0.3857
ΔE to the lowest compared entry with this formula, charge and spin, kJ/mol: 21.3
E_HOMO, eV: -11.3
Energy, hartree: -1547.61352

```
! wB97M-V def2-TZVPD RIJCOSX def2/J DEFGRID3
* xyz 0 1
C -0.52324 -0.43021 -0.73409
C -0.97409 0.29877 0.47217
O -2.26729 2.64248 0.88872
O -1.70833 2.03928 -1.44951
S -1.35205 2.08845 -0.08333
Cl 0.33507 3.42688 -0.02221
Cl -2.59312 -0.13080 1.05853
H -0.76631 -1.51729 -0.65791
H -0.92367 0.10024 -1.58247
H 0.52670 -0.46471 -0.75663
H -0.19956 0.38525 1.21153
*
```

***

Record 8
Below is 2 unconnected molecules or ions with the total composition C2H4Cl2OS, with properties calculated with wB97M-V/def2-TZVPD.

## Properties
LUMO energy, eV: 0.46
Orbital gap, hartree: 0.3593
SMILES: C=C(Cl)Cl.OS
ΔE to the lowest compared entry with this formula, charge and spin, kJ/mol: 124.8
E_HOMO, eV: -9.3
Energy, hartree: -1472.33216

```
! wB97M-V def2-TZVPD RIJCOSX def2/J DEFGRID3
* xyz 0 1
C 1.19053 -0.56269 0.16829
C 0.75230 -0.56680 1.43125
Cl 0.88044 -1.82912 2.59588
Cl 0.26502 0.90738 2.08871
H 1.06105 0.34532 -0.42836
H 1.45272 -1.36454 -0.52593
O -1.50408 -0.03454 -1.75018
S -1.72050 1.14973 -0.63194
H -0.58269 -0.18837 -1.56247
H -1.79478 2.14363 -1.38525
*
```

***

Record 9
Below is C2H4Cl2S2 in the gas phase, with properties calculated with wB97M-V/def2-TZVPD.

## Properties
LUMO energy (spin up / spin down), eV: 0.68 / -3.24
Orbital gap (spin up / spin down), hartree: 0.2125 / 0.2177
ΔE to the lowest compared entry with this formula, charge and spin, kJ/mol: 227.0
E_HOMO (spin up / spin down), eV: -5.1 / -9.2
Energy, hartree: -1795.17996

```
! wB97M-V def2-TZVPD RIJCOSX def2/J DEFGRID3
* xyz 0 3
C -1.85824 -0.01589 0.63375
C 1.74159 0.16992 -0.64447
S -1.08841 -1.33579 -0.45144
S 0.78557 -1.12907 0.27645
Cl 3.36534 0.04437 -0.04385
Cl 1.31594 1.88600 -0.37750
H -1.01155 0.46186 1.16908
H -2.57385 -0.59116 1.32534
H -2.33872 0.66839 -0.16285
H 1.66233 -0.15861 -1.72450
*
```

***

Record 10
Below is C2H4Cl3N in the gas phase, with properties calculated with wB97M-V/def2-TZVPD.

## Properties
LUMO energy, eV: -0.16
Orbital gap, hartree: 0.3549
SMILES: C[C@H](Cl)N(Cl)Cl
ΔE to the lowest compared entry with this formula, charge and spin, kJ/mol: 229.8
E_HOMO, eV: -9.8
Energy, hartree: -1513.84827

```
! wB97M-V def2-TZVPD RIJCOSX def2/J DEFGRID3
* xyz 0 1
C 0.34895 0.11025 1.28210
C 0.27357 0.30810 -0.29027
Cl -0.68760 1.68465 -0.57518
N -0.33766 -0.82651 -1.00109
Cl -2.11646 -1.04134 -0.79430
Cl -0.02832 -0.70532 -2.70606
H 0.86831 -0.91773 1.39250
H 1.03399 0.83727 1.67739
H -0.60667 0.07337 1.82064
H 1.25189 0.47726 -0.80575
*
```

***

Record 11
Below is 2 unconnected molecules or ions with the total composition C2H4Cl3N2, with properties calculated with wB97M-V/def2-TZVPD.

## Properties
LUMO energy, eV: -7.32
Orbital gap, hartree: 0.1756
ΔE to the lowest compared entry with this formula, charge and spin, kJ/mol: 203.6
E_HOMO, eV: -12.1
Energy, hartree: -1568.34891

```
! wB97M-V def2-TZVPD RIJCOSX def2/J DEFGRID3
* xyz 1 1
C -1.55837 0.35614 0.21731
C 3.45699 -0.03726 -0.05773
N -2.86260 0.10838 0.05182
N -0.57772 -0.34613 -0.16714
Cl 3.84674 1.57843 -0.21740
Cl 3.08083 -0.93886 -1.41065
Cl 3.43083 -0.74981 1.45090
H -1.31875 1.27716 0.74170
H -3.56890 0.69498 0.46509
H -3.17234 -0.74228 -0.39428
H -0.75671 -1.20075 -0.67962
*
```

***

Record 12
Below is 2 unconnected molecules or ions with the total composition C2H4ClF, with properties calculated with wB97M-V/def2-TZVPD.

## Properties
LUMO energy (spin up / spin down), eV: 0.15 / 0.15
Orbital gap (spin up / spin down), hartree: 0.3272 / 0.3271
ΔE to the lowest compared entry with this formula, charge and spin, kJ/mol: 359.1
E_HOMO (spin up / spin down), eV: -8.8 / -8.8
Energy, hartree: -638.52676

```
! wB97M-V def2-TZVPD RIJCOSX def2/J DEFGRID3
* xyz 0 1
C -0.60517 -0.10403 0.11374
C 1.28532 0.76075 -1.00413
F 1.29433 0.03728 -2.15602
Cl 0.83142 2.43414 -1.32516
H -0.01193 -0.87097 -0.17795
H -1.42521 0.05089 -0.51259
H -0.55156 0.15971 1.10345
H 2.22054 0.53606 -0.47195
*
```

***

Record 13
Below is 2 unconnected molecules or ions with the total composition C2H4ClF2OP, with properties calculated with wB97M-V/def2-TZVPD.

## Properties
LUMO energy, eV: 0.62
Orbital gap, hartree: 0.3864
SMILES: OP(F)F.C=CCl
ΔE to the lowest compared entry with this formula, charge and spin, kJ/mol: 60.4
E_HOMO, eV: -9.9
Energy, hartree: -1155.16799

```
! wB97M-V def2-TZVPD RIJCOSX def2/J DEFGRID3
* xyz 0 1
O -0.80614 -2.44906 -1.33193
P -0.22533 -1.00275 -1.60098
F 0.90436 -1.16194 -0.37621
F 1.05077 -1.40086 -2.76474
H -0.13849 -2.97899 -0.87872
C -0.03338 2.17456 0.81548
C -0.02362 0.92085 1.28223
Cl -1.44498 0.24663 2.03748
H 0.79490 2.74785 0.39463
H -0.84463 2.70253 1.29259
H 0.76653 0.20117 1.13018
*
```

***

Record 14
Below is C2H4ClFO in the gas phase, with properties calculated with wB97M-V/def2-TZVPD.

## Properties
LUMO energy, eV: 0.83
Orbital gap, hartree: 0.4198
SMILES: OC[C@H](F)Cl
ΔE to the lowest compared entry with this formula, charge and spin, kJ/mol: 58.5
E_HOMO, eV: -10.6
Energy, hartree: -713.86633

```
! wB97M-V def2-TZVPD RIJCOSX def2/J DEFGRID3
* xyz 0 1
O 0.09268 -0.16513 -1.67408
C 0.57871 0.14860 -0.41780
C -0.31258 -0.05405 0.87963
F -1.11421 -1.13303 0.52761
Cl -1.28525 1.37897 1.42504
H -0.77151 -0.44188 -1.52789
H 1.48346 -0.57122 -0.34109
H 0.92509 1.15645 -0.56910
H 0.40362 -0.31872 1.69769
*
```

***

Record 15
Below is a molecular structure, C2H4ClI, with properties calculated with wB97M-V/def2-TZVPD.

## Properties
LUMO energy (spin up / spin down), eV: 0.87 / -3.23
Orbital gap (spin up / spin down), hartree: 0.3014 / 0.2381
ΔE to the lowest compared entry with this formula, charge and spin, kJ/mol: 53.0
E_HOMO (spin up / spin down), eV: -7.3 / -9.7
Energy, hartree: -836.36449

```
! wB97M-V def2-TZVPD RIJCOSX def2/J DEFGRID3
* xyz 0 3
C -0.68656 -0.37596 0.31162
C 0.21065 0.46941 -0.45309
Cl 0.23655 2.09556 -0.12778
I 2.67987 -0.50894 0.34467
H -1.64313 -0.44021 -0.41544
H -0.84807 0.03314 1.34836
H -0.50128 -1.38915 0.35118
H 0.55197 0.11617 -1.35952
*
```

***

Record 16
Below is C2H4ClI in the gas phase, with properties calculated with wB97M-V/def2-TZVPD.

## Properties
LUMO energy (spin up / spin down), eV: 0.82 / -3.46
Orbital gap (spin up / spin down), hartree: 0.2845 / 0.2325
ΔE to the lowest compared entry with this formula, charge and spin, kJ/mol: 78.1
E_HOMO (spin up / spin down), eV: -6.9 / -9.8
Energy, hartree: -836.35492

```
! wB97M-V def2-TZVPD RIJCOSX def2/J DEFGRID3
* xyz 0 3
C 0.36766 0.70579 -0.45688
C -0.29329 -0.55304 0.08579
Cl 0.52337 -1.95776 -0.46677
I -0.76053 -0.67280 2.53802
H 0.04704 1.01290 -1.42295
H 1.40821 0.68056 -0.39755
H 0.15705 1.52844 0.22978
H -1.44950 -0.74408 -0.10942
*
```

***

Record 17
Below is 2 unconnected molecules or ions with the total composition C2H4ClN, with properties calculated with wB97M-V/def2-TZVPD.

## Properties
LUMO energy, eV: 0.78
Orbital gap, hartree: 0.3910
SMILES: C1=NC1.Cl
ΔE to the lowest compared entry with this formula, charge and spin, kJ/mol: 248.8
E_HOMO, eV: -9.9
Energy, hartree: -593.44638

```
! wB97M-V def2-TZVPD RIJCOSX def2/J DEFGRID3
* xyz 0 1
C -1.29669 -0.76043 -0.62292
N -0.28616 -1.07978 -1.26589
C -0.29914 0.30690 -0.92482
H -2.10340 -1.01168 0.01284
H -0.61988 1.07994 -1.73729
H 0.29451 0.55841 -0.16030
Cl 2.26691 -0.04424 2.76128
H 2.04387 0.95088 1.93710
*
```

***

Record 18
Below is a gas-phase ion, C2H4ClN2 (charge +1), with properties calculated with wB97M-V/def2-TZVPD.

## Properties
LUMO energy, eV: -5.52
Orbital gap, hartree: 0.3702
SMILES: CN1[NH+]=C1Cl
ΔE to the lowest compared entry with this formula, charge and spin, kJ/mol: 341.0
E_HOMO, eV: -15.6
Energy, hartree: -647.87408

```
! wB97M-V def2-TZVPD RIJCOSX def2/J DEFGRID3
* xyz 1 1
C 1.23511 0.11543 0.48404
N -0.03865 0.23704 -0.14409
N -0.73080 -0.21119 -1.35610
C -1.30797 0.26103 -0.05853
Cl -2.67689 0.62094 0.72276
H 1.36463 -0.90864 0.55694
H 2.00876 0.43509 -0.31505
H 1.10146 0.59633 1.52144
H -0.95565 -1.14603 -1.41141
*
```

***

Record 19
Below is C2H4ClN2P in the gas phase, with properties calculated with wB97M-V/def2-TZVPD.

## Properties
LUMO energy (spin up / spin down), eV: -1.45 / -0.59
Orbital gap (spin up / spin down), hartree: 0.2215 / 0.2653
ΔE to the lowest compared entry with this formula, charge and spin, kJ/mol: 475.2
E_HOMO (spin up / spin down), eV: -7.5 / -7.8
Energy, hartree: -989.49653

```
! wB97M-V def2-TZVPD RIJCOSX def2/J DEFGRID3
* xyz 0 1
C 0.52800 -1.12159 -0.92574
C 0.47038 0.69739 0.79627
N -0.37728 -0.45701 -1.51313
N -0.74462 0.98137 0.47405
P -1.19495 0.90212 -1.19158
Cl -2.37202 0.42415 1.50372
H 0.88099 -0.81676 0.09396
H 0.86933 -2.19173 -1.31562
H 0.74213 0.37380 1.88023
H 1.19804 1.20828 0.19784
*
```

***

Record 20
Below is C2H4ClN3 in the gas phase, with properties calculated with wB97M-V/def2-TZVPD.

## Properties
LUMO energy (spin up / spin down), eV: 0.61 / -2.45
Orbital gap (spin up / spin down), hartree: 0.2587 / 0.2836
ΔE to the lowest compared entry with this formula, charge and spin, kJ/mol: 123.4
E_HOMO (spin up / spin down), eV: -6.4 / -10.2
Energy, hartree: -702.82490

```
! wB97M-V def2-TZVPD RIJCOSX def2/J DEFGRID3
* xyz 0 3
C 0.02390 -1.09803 -0.42853
C 0.60223 0.39455 -0.27921
N -1.17528 -0.98482 0.47362
N -1.25634 0.00670 1.08338
N -0.26640 0.87731 0.74699
Cl -0.58999 2.65090 0.91090
H -0.30744 -1.30788 -1.41524
H 0.82236 -1.66624 0.20268
H 1.68850 0.29033 0.04754
H 0.45846 0.83720 -1.34212
*
```